# C18H11I2N3O2PtTe

A molecular structure, C18H11I2N3O2PtTe in a non-equilibrium geometry (the ωB97M-V functional and the def2-TZVPD basis, OMol25).

Computed properties:
Molecular weight: 877.8 g/mol
Total charge: -2
Gap between HOMO and LUMO: 3.28 eV
LUMO: 3.6377 eV
HOMO level: 0.0131 hartree
Energy relative to the best compared isomer or geometry (same formula, charge and spin): 39.1 kcal per mole

Last column: natural (NBO) charge in e.
Cartesian coordinates (Å):
Pt1 0.645 0.854 -1.441  0.601
I1 6.175 -1.002 4.088  -0.014
I2 6.026 1.729 -1.283  0.082
Te1 1.878 2.020 -3.286  -0.874
O1 -1.060 -0.177 -0.022  -0.744
O2 2.945 0.973 -0.876  -0.666
N1 1.609 -0.248 1.039  -0.391
N2 -1.381 1.025 -2.474  -0.463
N3 -3.441 1.062 -3.259  -0.532
C1 -2.641 0.667 -2.213  0.356
C2 -1.393 1.645 -3.687  -0.084
C3 -2.917 -1.077 1.089  -0.310
C4 -2.290 -0.401 -0.010  0.418
C5 5.003 -0.344 2.402  -0.165
C6 5.683 0.297 1.387  -0.256
C7 3.624 -0.571 2.366  -0.151
C8 -3.180 -0.011 -1.078  -0.192
C9 2.854 -1.214 3.353  -0.186
C10 -5.097 -0.953 0.092  -0.348
C11 -4.548 -0.300 -0.990  -0.176
C12 1.488 -1.353 3.150  -0.264
C13 -2.649 1.681 -4.192  -0.142
C14 3.595 0.571 0.131  0.353
C15 0.918 -0.857 1.987  0.024
C16 -4.261 -1.341 1.139  -0.207
C17 4.982 0.738 0.285  -0.255
C18 2.929 -0.103 1.214  0.154
H1 0.871 -1.845 3.895  0.198
H2 -4.432 0.920 -3.325  0.400
H3 -0.138 -0.942 1.788  0.220
H4 3.319 -1.594 4.255  0.208
H5 -2.285 -1.386 1.911  0.192
H6 -3.041 2.081 -5.106  0.195
H7 -4.686 -1.857 1.997  0.185
H8 -0.481 2.024 -4.110  0.264
H9 6.751 0.454 1.451  0.224
H10 -6.162 -1.161 0.129  0.184
H11 -5.213 -0.004 -1.795  0.163

=====

# C18H11N3O3S4

C18H11N3O3S4 in the gas phase in a non-equilibrium geometry (the ωB97M-V functional and the def2-TZVPD basis, OMol25).

Computed properties:
Molecular weight: 445.6 g/mol
SMILES string: O=S(=O)(Nc1sccc1-c1nc2ccccc2s1)c1ccc(-c2ccno2)s1
Gap between HOMO and LUMO: 7.74 eV
LUMO: -0.6415 eV
HOMO level: -0.3080 hartree

Last column: natural (NBO) charge in e.
Cartesian coordinates (Å):
S1 4.016 1.801 1.060  0.392
S2 -0.299 -1.841 -0.963  0.515
S3 0.713 3.863 -2.682  0.452
S4 -0.619 0.759 -2.499  2.221
O1 -1.560 1.465 -3.378  -0.893
O2 -0.373 -4.207 1.337  -0.286
O3 0.624 0.316 -3.181  -0.910
N1 -0.661 -5.261 2.200  -0.095
N2 -0.138 1.744 -1.181  -0.851
N3 1.747 0.595 0.545  -0.504
C1 -1.653 -2.690 -0.200  -0.224
C2 2.463 -0.199 1.465  0.175
C3 -2.546 -4.636 1.009  -0.330
C4 -1.367 -0.597 -1.559  -0.520
C5 2.813 -2.245 2.744  -0.202
C6 4.087 -1.760 3.089  -0.207
C7 2.041 -1.465 1.886  -0.223
C8 -1.523 -3.805 0.673  0.264
C9 4.589 -0.541 2.609  -0.212
C10 2.929 3.681 -1.335  -0.226
C11 2.470 1.635 0.217  0.115
C12 -1.940 -5.541 1.939  -0.031
C13 -2.688 -0.807 -1.319  -0.187
C14 2.050 2.608 -0.831  -0.187
C15 3.734 0.263 1.803  -0.250
C16 2.328 4.396 -2.332  -0.402
C17 -2.823 -2.013 -0.441  -0.214
C18 0.842 2.644 -1.428  0.045
H1 1.084 -1.879 1.564  0.223
H2 -3.469 -0.142 -1.704  0.262
H3 0.132 1.073 -0.444  0.453
H4 4.666 -2.400 3.739  0.216
H5 -3.576 -4.659 0.645  0.244
H6 2.798 5.220 -2.861  0.244
H7 5.565 -0.207 2.908  0.223
H8 -3.753 -2.354 -0.014  0.229
H9 3.903 3.960 -0.953  0.231
H10 -2.569 -6.313 2.428  0.225
H11 2.451 -3.228 3.055  0.228

=====

Values of calculated total energy, in order: -54151.0511 -72795.4156, all in eV.